Entry A
Here is the molecule C4H9F from the OMol25 dataset. Energies are from the ωB97M-V functional and the def2-TZVPD basis.

SMILES string = CC(C)(C)F
Frontier orbital gap = 11.85 eV
Spin multiplicity = 1
HOMO energy = -10.83 eV

Cartesian coordinates (Å):
1 C 1.384 0.206 -0.196
2 C 0.055 -0.527 0.207
3 C -0.581 -0.938 -1.067
4 C -0.669 0.457 1.091
5 F 0.435 -1.650 0.956
6 H 1.926 -0.285 -1.036
7 H 2.037 0.107 0.755
8 H 1.163 1.266 -0.486
9 H 0.130 -1.613 -1.557
10 H -0.839 -0.217 -1.788
11 H -1.416 -1.645 -0.842
12 H -0.424 0.333 2.230
13 H -0.405 1.329 0.732
14 H -1.710 0.220 0.938

Entry B
Here is a cluster of 4 separate species, C4H9F in total from the OMol25 dataset. Energies are from the ωB97M-V functional and the def2-TZVPD basis.

Frontier orbital gap = 9.10 eV
Spin multiplicity = 1
HOMO energy = -10.24 eV

Cartesian coordinates (Å):
1 C 0.340 -0.662 1.307
2 C 0.093 0.635 0.327
3 C -1.372 1.151 0.754
4 C 0.078 0.114 -1.178
5 H -0.626 -1.143 1.166
6 H 0.168 -0.312 2.390
7 H 1.353 -1.211 1.131
8 H 0.598 1.608 0.731
9 H -2.123 0.612 -0.734
10 H -0.964 2.844 1.005
11 H -1.938 0.411 2.309
12 H 0.038 0.780 -2.006
13 H -0.689 -0.641 -1.221
14 F 1.039 -1.154 -1.337

According to the calculations, the structures order from most to least stable as entry A, entry B.

Entry A
Here is the molecule C3H4FN from the OMol25 dataset. Energies are from the ωB97M-V functional and the def2-TZVPD basis.

SMILES string = N#CCCF
Frontier orbital gap = 12.87 eV
Spin multiplicity = 1
HOMO energy = -12.18 eV

Cartesian coordinates (Å):
1 N -2.616 0.351 0.460
2 C -1.666 -0.172 0.115
3 C -0.028 -0.724 -0.182
4 C 0.867 0.520 -0.050
5 F 2.090 0.066 0.326
6 H 0.309 -1.206 0.742
7 H -0.234 -1.193 -1.171
8 H 0.319 1.206 0.686
9 H 0.959 1.152 -0.924

Entry B
Here is a cluster of 2 separate species, C3H4FN in total from the OMol25 dataset. Energies are from the ωB97M-V functional and the def2-TZVPD basis.

Frontier orbital gap (alpha / beta) = 7.04 / 7.03 eV
Spin multiplicity = 1
HOMO energy (alpha / beta) = -9.56 / -9.56 eV

Cartesian coordinates (Å):
1 C 2.301 -0.404 -0.291
2 C -1.088 -0.283 0.284
3 C -0.285 0.770 -0.313
4 N 3.210 -0.949 0.125
5 F -0.021 1.954 0.239
6 H -2.229 -0.171 -0.086
7 H -1.140 -0.038 1.415
8 H -0.746 -1.369 -0.040
9 H -0.002 0.490 -1.334

According to the calculations, the structures order from most to least stable as entry A, entry B.

Entry A
Here is a cluster of 2 separate species, C3H4FN in total from the OMol25 dataset. Energies are from the ωB97M-V functional and the def2-TZVPD basis.

Frontier orbital gap = 10.22 eV
Spin multiplicity = 1
HOMO energy = -10.56 eV

Cartesian coordinates (Å):
1 C 2.253 0.287 0.003
2 C -0.178 0.058 -0.477
3 C 1.114 -0.444 0.145
4 N 3.210 0.920 -0.052
5 F 1.319 -1.827 -0.022
6 H -0.010 -0.246 -1.525
7 H -0.245 1.098 -0.339
8 H -1.153 -0.357 -0.271
9 H 0.939 -0.593 1.801

Entry B
Here is the molecule C3H4FN from the OMol25 dataset. Energies are from the ωB97M-V functional and the def2-TZVPD basis.

SMILES string = N#CCCF
Frontier orbital gap = 12.71 eV
Spin multiplicity = 1
HOMO energy = -12.06 eV

Cartesian coordinates (Å):
1 N -2.912 0.155 0.162
2 C -1.799 -0.126 0.088
3 C -0.080 -0.621 -0.071
4 C 0.881 0.576 0.026
5 F 2.100 -0.087 0.018
6 H 0.234 -1.181 0.806
7 H -0.214 -0.853 -1.093
8 H 0.823 1.054 1.031
9 H 0.967 1.083 -0.968

Entry C
Here is a cluster of 2 separate species, C3H4FN in total from the OMol25 dataset. Energies are from the ωB97M-V functional and the def2-TZVPD basis.

Frontier orbital gap = 10.18 eV
Spin multiplicity = 1
HOMO energy = -10.88 eV

Cartesian coordinates (Å):
1 C -0.030 -2.806 -0.028
2 C -0.280 0.061 0.148
3 C 0.985 -0.758 -0.133
4 N -0.679 -3.730 0.126
5 F 1.982 -0.819 0.658
6 H -0.086 1.064 0.254
7 H -0.732 -0.162 1.191
8 H -0.981 -0.318 -0.517
9 H 1.144 -0.911 -1.141

According to the calculations, the structures order from most to least stable as entry B, entry A, entry C.

Entry A
Here is the molecule C6H8 from the OMol25 dataset. Energies are from the ωB97M-V functional and the def2-TZVPD basis.

SMILES string = C#CC1(C)CC1
Frontier orbital gap = 9.99 eV
Spin multiplicity = 1
HOMO energy = -8.87 eV

Cartesian coordinates (Å):
1 C 2.590 -0.366 0.608
2 C 1.405 -0.133 0.516
3 C -0.024 0.161 0.254
4 C -0.282 1.428 -0.559
5 C -0.886 -0.827 -0.532
6 C -0.999 -0.821 0.928
7 H 3.649 -0.565 0.648
8 H -1.291 1.840 -0.432
9 H -0.217 1.191 -1.656
10 H 0.500 2.139 -0.352
11 H -0.272 -1.490 -1.106
12 H -1.736 -0.383 -1.071
13 H -1.911 -0.474 1.395
14 H -0.525 -1.699 1.358

Entry B
Here is a structure of composition C6H8 from the OMol25 dataset. Energies are from the ωB97M-V functional and the def2-TZVPD basis.

Frontier orbital gap (alpha / beta) = 7.78 / 7.78 eV
Spin multiplicity = 1
HOMO energy (alpha / beta) = -7.54 / -7.54 eV

Cartesian coordinates (Å):
1 C -1.819 0.360 0.217
2 C 0.051 0.385 -1.071
3 C 1.040 1.050 -0.404
4 C 1.537 -0.717 0.739
5 C 0.430 -1.286 0.892
6 C -0.836 -0.481 -0.278
7 H -1.565 1.357 0.559
8 H -2.859 0.055 0.325
9 H -0.007 0.344 -2.155
10 H 0.865 1.400 0.611
11 H 1.799 1.608 -0.951
12 H 2.595 -0.593 0.878
13 H -0.028 -2.106 1.419
14 H -1.203 -1.377 -0.783

According to the calculations, the structures order from most to least stable as entry A, entry B.